{
  "formula": "C54H66IN7O11PS",
  "method": "the ωB97M-V functional and the def2-TZVPD basis",
  "homo_lumo_gap_ev": 5.896,
  "energy_ev": -118212.961,
  "total_charge": 1,
  "molar_mass_g_mol": 1179.1,
  "e_homo_ev": -10.82,
  "e_lumo_ev": -4.927,
  "elements": ["C", "C", "C", "C", "C", "O", "C", "C", "C", "P", "S", "C", "I", "N", "N", "C", "C", "C", "C", "C", "C", "C", "C", "C", "C", "C", "C", "C", "C", "C", "H", "H", "H", "H", "H", "H", "H", "H", "H", "H", "H", "H", "H", "H", "H", "H", "H", "H", "H", "H", "H", "H", "H", "H", "H", "H", "H", "H", "H", "H", "H", "H", "H", "H", "H", "H", "H", "H", "H", "H", "H", "C", "C", "C", "C", "C", "C", "N", "O", "O", "H", "H", "H", "H", "H", "C", "C", "C", "C", "C", "C", "N", "O", "O", "H", "H", "H", "H", "H", "C", "C", "C", "C", "C", "C", "N", "O", "O", "H", "H", "H", "H", "H", "C", "C", "C", "C", "C", "C", "N", "O", "O", "H", "H", "H", "H", "H", "C", "C", "C", "C", "C", "C", "N", "O", "O", "H", "H", "H", "H", "H"],
  "coordinates": [[-3.486, -0.438, 6.657], [-2.841, -1.244, 5.823], [-2.022, -2.030, 4.652], [-0.870, -1.037, 4.069], [0.622, -1.148, 4.670], [0.939, -2.059, 5.723], [1.683, -3.228, 5.254], [1.050, -3.909, 3.898], [1.616, -0.143, 3.963], [3.465, -0.094, 4.459], [3.779, 1.177, 5.908], [1.135, 0.822, 2.814], [2.442, 2.238, 1.734], [-0.244, 0.816, 2.431], [-1.058, -0.040, 3.040], [-2.505, 0.052, 2.548], [-2.746, -1.091, 1.427], [-2.469, -0.498, -0.083], [-0.975, -0.905, -0.633], [-0.943, -0.349, -2.187], [0.356, 0.555, -2.512], [0.169, 2.140, -2.166], [0.511, 3.137, -3.394], [1.498, 4.324, -2.827], [0.625, 5.550, -2.193], [0.642, 5.532, -0.554], [-0.837, 6.081, -0.097], [-0.957, 6.278, 1.514], [-1.177, 4.864, 2.277], [-2.711, 4.382, 1.971], [-3.999, 0.490, 7.131], [-2.713, -2.458, 3.837], [-1.444, -2.870, 5.217], [1.546, -4.045, 6.078], [2.816, -3.062, 5.162], [1.527, -3.339, 3.016], [1.437, -5.010, 3.919], [-0.099, -3.912, 3.892], [4.220, 0.408, 3.318], [4.010, -1.400, 4.733], [-3.264, 0.049, 3.414], [-2.657, 1.073, 2.002], [-2.013, -1.979, 1.539], [-3.844, -1.485, 1.395], [-3.306, -0.815, -0.832], [-2.478, 0.669, -0.101], [-0.808, -2.048, -0.638], [-0.143, -0.313, -0.085], [-1.879, 0.313, -2.400], [-0.950, -1.218, -2.942], [0.602, 0.513, -3.654], [1.328, 0.201, -1.980], [-0.942, 2.279, -1.886], [0.843, 2.389, -1.267], [0.929, 2.617, -4.332], [-0.461, 3.702, -3.716], [2.181, 3.926, -1.976], [2.211, 4.726, -3.644], [-0.497, 5.503, -2.505], [1.002, 6.590, -2.546], [0.695, 4.426, -0.230], [1.500, 6.183, -0.114], [-1.593, 5.324, -0.530], [-1.086, 7.105, -0.570], [-1.840, 6.978, 1.815], [0.045, 6.717, 1.928], [-1.089, 4.946, 3.426], [-0.454, 4.027, 1.940], [-2.698, 3.221, 2.100], [-3.040, 4.577, 0.885], [-3.464, 4.788, 2.762], [2.849, -5.725, -2.183], [2.675, -5.340, -3.509], [1.467, -4.785, -3.922], [0.438, -4.616, -2.994], [0.604, -5.007, -1.665], [1.815, -5.563, -1.262], [-0.827, -4.009, -3.418], [-0.943, -3.695, -4.598], [-1.698, -3.844, -2.568], [3.795, -6.153, -1.863], [3.483, -5.471, -4.221], [1.345, -4.490, -4.960], [-0.192, -4.883, -0.936], [1.956, -5.868, -0.230], [9.339, -6.182, -1.323], [8.663, -5.256, -2.115], [7.556, -5.653, -2.860], [7.130, -6.981, -2.801], [7.809, -7.914, -2.015], [8.916, -7.508, -1.276], [5.950, -7.398, -3.563], [5.390, -6.554, -4.258], [5.587, -8.564, -3.461], [10.199, -5.867, -0.738], [8.998, -4.224, -2.148], [7.039, -4.921, -3.472], [7.489, -8.950, -1.966], [9.449, -8.225, -0.659], [-3.525, 5.696, -8.064], [-3.906, 6.580, -7.057], [-2.987, 6.968, -6.086], [-1.685, 6.467, -6.136], [-1.301, 5.575, -7.139], [-2.228, 5.192, -8.104], [-0.707, 6.891, -5.132], [-1.085, 7.661, -4.253], [0.437, 6.456, -5.227], [-4.242, 5.400, -8.823], [-4.919, 6.969, -7.031], [-3.297, 7.657, -5.307], [-0.292, 5.177, -7.184], [-1.938, 4.501, -8.890], [2.392, -2.238, 10.719], [2.819, -3.258, 11.566], [2.620, -4.589, 11.211], [1.996, -4.889, 10.000], [1.559, -3.871, 9.151], [1.760, -2.543, 9.516], [1.806, -6.288, 9.608], [2.185, -7.156, 10.387], [1.283, -6.512, 8.520], [2.554, -1.200, 10.997], [3.310, -3.014, 12.504], [2.958, -5.374, 11.881], [1.068, -4.094, 8.209], [1.426, -1.744, 8.860], [-8.337, 2.508, -3.656], [-6.979, 2.252, -3.484], [-6.061, 2.692, -4.434], [-6.515, 3.394, -5.551], [-7.875, 3.646, -5.732], [-8.786, 3.199, -4.778], [-5.550, 3.882, -6.541], [-4.361, 3.623, -6.357], [-5.986, 4.525, -7.496], [-9.050, 2.167, -2.909], [-6.635, 1.711, -2.608], [-5.005, 2.486, -4.288], [-8.239, 4.187, -6.600], [-9.846, 3.393, -4.907]],
  "forces_ev_per_angstrom": [[3.69, -3.44, -5.46], [-3.08, 4.55, 3.12], [0.18, 1.11, 1.81], [3.53, 0.87, 0.49], [-0.98, 2.48, -2.84], [-0.40, 2.06, -3.18], [-0.32, -3.05, -0.16], [1.52, 0.21, 0.82], [-2.31, -1.32, -0.77], [0.52, 1.58, 0.55], [-0.43, -0.54, -0.27], [-2.31, -2.38, 1.89], [-1.49, -1.40, 1.09], [3.95, -0.61, 1.79], [-1.34, -2.09, 2.42], [-1.19, 0.37, -1.46], [-0.32, 0.23, -1.42], [0.91, 0.16, 0.14], [-1.15, 1.03, -1.53], [0.76, 0.09, -0.13], [0.45, 0.67, -0.72], [-0.38, -0.75, -0.35], [0.01, 1.29, 0.79], [-0.18, 0.43, -0.20], [0.27, 0.26, 0.62], [-1.51, 0.34, -0.84], [0.62, 0.34, 0.60], [0.57, -0.82, 0.46], [-1.41, 0.15, -0.30], [0.61, -1.29, 0.62], [1.14, -2.48, -0.79], [1.12, 0.85, 1.38], [-1.04, 1.48, -1.28], [0.22, 1.86, -1.24], [-1.85, 0.09, 0.01], [-1.17, -1.12, 1.05], [-0.77, 2.05, -0.26], [1.90, 0.08, -0.04], [-1.00, -1.02, 0.33], [-0.80, 0.45, -0.58], [1.61, -0.31, -1.06], [0.72, -1.83, 1.24], [-1.31, 1.34, 0.14], [2.01, 0.73, 0.62], [1.69, 0.23, 1.42], [-0.12, -1.97, 0.26], [-0.20, 1.89, 0.22], [-1.44, -1.22, -0.54], [1.58, -1.24, 0.40], [-0.18, 1.23, 1.31], [-0.58, -0.15, 2.03], [-1.77, 0.24, -0.80], [1.74, -0.04, -0.15], [-1.21, -0.23, -1.30], [-0.48, 0.64, 1.64], [1.72, -1.22, 0.41], [-1.09, 0.44, -1.45], [-1.36, -0.66, 1.19], [2.03, -0.11, 0.35], [-0.58, -1.90, 0.50], [0.20, 1.76, -0.23], [-1.49, -1.30, -0.72], [1.03, 1.19, 0.91], [0.64, -1.65, 0.52], [1.63, -1.20, -0.63], [-1.85, -0.46, -0.92], [0.04, 0.08, -1.84], [-1.02, 1.52, 0.32], [-0.30, 1.91, -0.21], [0.46, -0.07, 1.85], [1.34, -0.50, -1.66], [-0.06, 0.04, -0.04], [-0.20, 0.10, 0.12], [-0.05, 0.04, 0.02], [0.76, -0.33, 0.23], [-0.01, 0.03, 0.09], [-0.02, 0.12, -0.29], [-0.57, 0.24, -0.44], [0.07, -0.21, 1.01], [0.54, -0.05, -0.48], [-0.14, 0.04, -0.06], [-0.22, 0.01, 0.13], [-0.17, 0.01, 0.23], [0.01, 0.04, -0.29], [-0.07, 0.03, -0.14], [-0.04, -0.02, -0.02], [-0.08, -0.27, 0.03], [-0.05, 0.06, -0.02], [0.71, 0.29, 0.47], [-0.03, -0.09, 0.02], [-0.13, 0.22, -0.15], [-0.53, -0.45, -0.37], [0.49, -0.59, 0.47], [0.26, 0.98, -0.08], [-0.12, -0.05, -0.10], [-0.08, -0.15, -0.04], [-0.03, -0.28, 0.04], [-0.10, 0.23, -0.14], [-0.11, 0.07, -0.12], [0.32, 0.25, -0.24], [0.40, 0.02, -0.04], [-0.09, 0.02, 0.00], [-0.52, -0.26, -0.52], [0.04, -0.07, -0.03], [-0.08, 0.34, 0.20], [0.36, 0.21, 0.38], [0.33, -0.56, -0.58], [-0.76, 0.32, 0.12], [0.19, 0.08, 0.18], [0.16, -0.04, 0.02], [0.26, -0.11, -0.07], [-0.13, 0.20, 0.18], [0.00, 0.10, 0.14], [0.01, -0.04, 0.01], [-0.14, -0.02, -0.27], [0.02, -0.05, 0.01], [0.14, 0.81, 0.25], [0.02, 0.07, -0.02], [0.10, -0.20, 0.15], [-0.02, -0.91, -0.02], [-0.33, 0.77, -0.68], [0.34, 0.21, 0.66], [-0.03, -0.16, -0.04], [-0.08, -0.09, -0.14], [-0.13, -0.01, -0.27], [0.06, -0.18, 0.27], [0.03, -0.14, 0.06], [0.02, 0.02, -0.03], [-0.11, 0.16, -0.25], [0.07, -0.01, 0.04], [-0.58, -0.22, 0.62], [-0.03, 0.05, -0.05], [0.28, -0.07, 0.07], [0.62, 0.16, -0.50], [-1.30, 0.06, -0.15], [0.15, -0.81, 0.94], [0.10, 0.04, -0.12], [-0.01, 0.08, -0.15], [-0.14, 0.15, -0.22], [0.26, -0.08, 0.09], [0.18, -0.01, -0.03]]
}

{
  "formula": "C41H36BrGe2N2O2S4SbTi",
  "method": "the ωB97M-V functional and the def2-TZVPD basis",
  "homo_lumo_gap_ev": 5.405,
  "energy_ev": -306253.714,
  "total_charge": -2,
  "molar_mass_g_mol": 1111.8,
  "e_homo_ev": -1.75,
  "relative_energy_kcal_mol": 0.0,
  "e_lumo_ev": 3.650,
  "elements": ["Ti", "S", "C", "C", "C", "C", "C", "C", "N", "C", "C", "C", "C", "C", "C", "C", "H", "H", "H", "H", "H", "H", "H", "H", "S", "Sb", "S", "S", "C", "Ge", "C", "C", "Ge", "C", "C", "C", "C", "C", "C", "C", "C", "C", "C", "C", "C", "H", "H", "H", "H", "H", "H", "H", "H", "H", "H", "H", "H", "H", "H", "H", "H", "H", "H", "H", "Br", "C", "C", "C", "C", "C", "C", "C", "O", "O", "H", "H", "H", "H", "N", "C", "C", "C", "C", "C", "C", "H", "H", "H", "H", "H"],
  "coordinates": [[0.312, -0.609, -0.307], [-1.941, -4.360, 1.844], [-0.595, -5.026, 0.990], [-0.183, -6.355, 0.921], [0.933, -6.647, 0.165], [1.615, -5.633, -0.517], [1.199, -4.321, -0.458], [0.079, -4.008, 0.312], [-0.477, -2.740, 0.480], [-1.512, -2.775, 1.250], [-2.282, -1.619, 1.712], [-3.654, -1.750, 1.939], [-4.394, -0.698, 2.440], [-3.752, 0.501, 2.740], [-2.396, 0.636, 2.527], [-1.632, -0.405, 1.984], [-0.728, -7.133, 1.441], [1.274, -7.673, 0.089], [2.474, -5.886, -1.126], [1.693, -3.538, -1.013], [-4.142, -2.681, 1.678], [-5.463, -0.801, 2.578], [-4.320, 1.344, 3.116], [-1.893, 1.571, 2.740], [-1.580, -4.002, -2.753], [-1.105, -1.791, -3.148], [-1.877, -0.502, -1.192], [1.197, -1.351, -2.348], [0.954, 5.492, -0.267], [1.272, 3.712, 0.545], [3.234, 3.477, 0.419], [0.860, 4.016, 2.467], [-0.012, 2.008, -0.717], [0.620, 2.672, -2.494], [0.025, 3.745, -3.160], [0.551, 4.246, -4.345], [1.698, 3.686, -4.890], [2.307, 2.620, -4.240], [1.771, 2.120, -3.061], [-1.828, 2.825, -0.573], [-2.229, 3.525, 0.564], [-3.508, 4.057, 0.688], [-4.425, 3.903, -0.340], [-4.050, 3.210, -1.485], [-2.773, 2.677, -1.593], [1.489, 6.264, 0.295], [-0.112, 5.729, -0.259], [1.299, 5.504, -1.301], [3.741, 4.117, 1.147], [3.567, 3.755, -0.583], [3.519, 2.441, 0.593], [1.754, 4.392, 2.973], [0.544, 3.108, 2.978], [0.075, 4.770, 2.561], [-0.863, 4.209, -2.744], [0.064, 5.079, -4.842], [2.111, 4.073, -5.815], [3.198, 2.166, -4.658], [2.243, 1.272, -2.578], [-1.532, 3.658, 1.384], [-3.786, 4.589, 1.592], [-5.425, 4.312, -0.250], [-4.760, 3.071, -2.292], [-2.509, 2.116, -2.482], [7.797, 1.008, -0.234], [6.532, -0.300, 0.328], [6.993, -1.462, 0.924], [6.071, -2.417, 1.332], [4.714, -2.205, 1.146], [4.275, -1.031, 0.549], [5.184, -0.067, 0.131], [2.806, -0.806, 0.354], [1.998, -1.695, 0.702], [2.399, 0.265, -0.167], [8.054, -1.616, 1.063], [6.420, -3.331, 1.796], [3.975, -2.933, 1.454], [4.823, 0.837, -0.340], [-0.270, -0.210, 1.718], [0.503, 0.020, 2.845], [1.712, 0.729, 2.765], [2.515, 0.924, 3.874], [2.145, 0.436, 5.122], [0.945, -0.254, 5.226], [0.139, -0.464, 4.119], [2.000, 1.145, 1.813], [3.437, 1.484, 3.758], [2.773, 0.594, 5.990], [0.629, -0.650, 6.186], [-0.781, -1.024, 4.229]],
  "forces_ev_per_angstrom": [[-0.29, -0.04, -0.29], [0.01, -0.01, 0.01], [-0.01, -0.01, -0.02], [-0.02, 0.01, 0.00], [0.01, 0.00, 0.00], [0.00, -0.01, -0.01], [-0.01, 0.00, 0.01], [0.01, 0.02, -0.01], [0.04, -0.02, 0.00], [-0.01, 0.03, -0.02], [-0.02, -0.02, 0.00], [0.00, 0.02, 0.01], [0.00, -0.01, 0.00], [0.00, 0.01, 0.00], [0.00, -0.01, -0.01], [0.01, -0.01, -0.02], [0.00, 0.00, 0.00], [0.00, 0.00, 0.00], [0.00, 0.00, 0.00], [0.00, 0.00, 0.00], [0.00, 0.00, 0.00], [0.00, 0.00, 0.00], [0.00, 0.00, 0.00], [0.00, 0.00, 0.00], [-0.01, 0.01, 0.01], [0.02, -0.03, 0.01], [0.16, 0.04, 0.06], [-0.05, -0.01, 0.12], [0.01, 0.02, 0.01], [-0.01, 0.00, -0.01], [-0.04, 0.01, 0.01], [0.01, -0.01, 0.01], [0.05, -0.03, 0.05], [0.00, -0.03, -0.02], [0.00, 0.01, 0.00], [0.00, 0.00, 0.00], [0.00, 0.00, 0.00], [0.00, 0.00, -0.01], [0.01, 0.01, 0.01], [-0.02, -0.03, 0.00], [-0.01, 0.01, 0.00], [0.00, 0.00, 0.00], [0.00, 0.00, -0.01], [-0.01, 0.00, 0.01], [0.02, 0.00, -0.01], [0.00, 0.00, 0.00], [0.00, 0.00, 0.00], [0.00, 0.01, 0.00], [0.00, 0.02, -0.01], [-0.01, -0.02, -0.01], [-0.01, -0.02, 0.04], [0.00, 0.00, 0.01], [0.00, 0.01, -0.01], [0.00, 0.01, -0.01], [-0.02, 0.00, 0.00], [0.00, 0.00, 0.00], [0.00, 0.00, 0.00], [0.00, 0.00, 0.00], [0.00, 0.02, 0.00], [0.02, 0.00, 0.01], [0.00, 0.00, 0.00], [0.00, 0.00, 0.00], [0.00, 0.00, 0.00], [0.00, 0.01, 0.00], [0.00, 0.00, 0.00], [0.00, 0.00, 0.00], [0.00, 0.00, 0.00], [0.00, 0.00, 0.01], [0.00, 0.01, 0.01], [0.01, 0.03, 0.03], [0.01, -0.01, -0.01], [0.00, -0.01, 0.03], [0.03, 0.02, -0.02], [0.03, 0.00, -0.02], [0.00, 0.00, 0.00], [0.00, 0.00, 0.00], [0.00, 0.00, 0.00], [0.00, -0.01, 0.00], [0.05, 0.02, 0.08], [0.01, -0.01, -0.03], [0.01, -0.01, 0.03], [0.02, -0.01, 0.00], [0.01, 0.00, 0.00], [-0.01, 0.00, 0.00], [-0.01, 0.00, 0.01], [0.01, 0.04, -0.04], [0.00, 0.00, 0.01], [0.00, 0.00, 0.00], [0.00, 0.00, 0.00], [0.01, 0.00, 0.00]]
}

Which formula does entry 1 have?
C54H66IN7O11PS